Formula: C15H33BrF6NO2PdSbSi
Source: the OMol25 dataset
Level of theory: wB97M-V/def2-TZVPD

ORCA input file:
```
! RIJCOSX wB97M-V def2-TZVPD def2/J DEFGRID3
* xyz 1 4
H -2.94909 -0.69236 3.00011
H -2.17179 1.50324 3.45001
C -3.24159 1.35024 3.28001
H 1.76291 3.50404 -1.16659
C 3.45791 -0.58966 -2.75789
O -1.66559 2.78744 1.36221
H -3.74239 3.43794 2.98471
H -3.75039 1.35424 4.25351
H 0.18901 2.06064 0.84141
H 1.20961 0.85724 -3.46319
H 0.61881 2.28974 -1.70559
F -6.74999 -1.90056 0.34571
C 3.38321 -2.04636 0.96181
H 2.30941 2.26654 -2.27559
O -3.44359 2.55034 0.05551
C -2.86579 2.63674 1.18231
F -4.10989 -1.62266 0.27681
H 3.69071 -0.98746 -3.74329
H 0.52511 -0.58316 2.23471
C 1.99771 -0.89776 -2.42399
H -4.44899 -0.15016 2.56601
N -3.45189 0.08584 2.57561
H 4.14691 1.36434 -0.74749
H 1.88791 -2.72086 -3.54559
H 3.78141 2.78524 0.21401
H 3.64021 0.47854 -2.79399
C 1.90661 -1.62006 0.91381
H 1.52341 1.63214 1.91551
F -4.15309 -0.27586 -1.98519
C 1.26011 2.12544 0.99001
H 3.81711 1.20924 0.97841
H 1.57281 -1.75686 3.03361
Si 1.63031 -0.31976 -0.54389
C 1.65741 2.45154 -1.42619
H 3.68461 -2.55566 0.05101
H 0.03601 -0.44486 -3.22759
H 0.74101 -2.65616 -2.22229
H 3.52801 -2.73656 1.79031
Br -1.08599 -0.29266 -0.59779
C 2.03951 1.60414 -0.21279
Pd -3.21019 0.53594 0.14431
H 2.46011 -2.97106 -1.91279
H 1.31721 -0.59846 -4.42499
C 3.53741 1.73434 0.07051
H 1.48671 3.18164 1.11691
H 1.32851 -3.47746 -0.09739
Sb -5.65869 -1.12636 -0.98829
H 2.23661 -0.21086 2.54701
H 1.17871 -3.49976 1.64031
H 4.14171 -1.04036 -2.04449
H -4.80789 2.29864 2.09861
C 1.07681 -0.21706 -3.43359
C 1.53371 -0.98856 2.26491
F -6.86279 -0.26416 -2.13769
F -5.60629 0.48034 0.22651
H -0.00789 -2.63086 0.67591
C -3.78609 2.49834 2.43411
C 1.75581 -2.40506 -2.51279
H 4.04151 -1.19566 1.11351
F -5.36639 -2.70926 -1.95739
C 1.04391 -2.87976 0.75841
*
```

E_HOMO (alpha / beta) in eV: -12.69 / -12.68
Expectation value of S²: 3.763
LUMO energy (alpha / beta) in Eh: -0.13888 / -0.30020
Strongest force on any atom in eV Å⁻¹: 5.1
ΔE to the lowest compared entry with this formula, charge and spin in kJ/mol: 219.94
Frontier orbital gap (alpha / beta) in eV: 8.908 / 4.513
E in hartree: -4627.197094

---

Formula: C15H33Cl6N3O12
Source: the OMol25 dataset
Level of theory: wB97M-V/def2-TZVPD

ORCA input file:
```
! RIJCOSX wB97M-V def2-TZVPD def2/J DEFGRID3
* xyz 0 1
H -6.39904 13.13499 3.84908
H -13.76985 12.44944 4.82021
H -11.57998 13.95570 2.14085
H -16.02320 10.82949 -4.56218
H -10.40262 12.96578 1.26566
O -16.93183 9.46057 4.32633
H -11.73386 11.21475 3.65245
H -18.04285 13.11020 -4.15660
C -12.05724 11.11484 4.68797
H -15.90042 7.85734 2.76308
O -9.60901 14.56355 2.37875
Cl -12.77575 12.40077 6.95867
O -16.35511 14.46746 3.34833
H -11.09154 10.93055 5.15997
H -9.68148 9.38129 -1.55680
C -15.31860 10.75996 -3.73628
H -15.33733 11.12420 -0.07025
H -17.75320 12.97028 -1.60270
C -17.33351 13.75908 -2.21455
C -14.96965 12.04614 0.35998
C -16.31778 13.73118 4.56093
H -13.76954 9.46873 -3.11896
O -8.58193 12.65059 2.97215
H -15.86247 12.75748 4.37802
O -16.76573 10.89033 2.71900
H -10.78189 14.56757 0.70642
H -17.77038 14.83574 -4.08383
C -15.64298 8.87993 2.51658
H -14.84765 11.73410 -3.60943
C -18.09817 13.97918 -3.50146
O -14.08834 14.47960 3.24247
N -13.63608 11.85219 0.95781
Cl -19.85231 14.18916 -3.15040
H -5.91153 14.78081 4.19955
H -16.32242 13.51627 -2.54684
O -13.47635 12.01634 2.14031
H -13.98600 14.78152 0.24450
C -8.58691 13.84026 2.82180
O -11.16431 6.76404 -1.49763
C -14.22426 9.75766 -4.07036
H -17.32731 13.51986 4.90629
O -15.41990 15.35305 1.65016
N -16.55430 9.80283 3.22657
Cl -16.28275 10.34901 -2.30090
H -14.89025 12.70347 -0.50960
N -11.00297 7.86948 -1.97878
O -12.82096 11.37189 0.18302
C -15.17680 14.72573 2.80931
H -12.26507 13.22500 4.74851
H -11.29032 9.64568 -0.79030
H -13.56955 16.24304 1.23813
H -13.37750 10.13238 -4.63955
C -14.36553 15.65742 0.76861
H -15.65011 12.55853 1.03219
Cl -17.33793 15.22826 -1.18551
H -15.81658 14.25991 5.36950
C -10.51006 8.92732 -1.01965
H -14.82243 16.37577 0.08710
H -14.64825 9.15872 2.86702
C -6.34249 14.14171 3.43095
Cl -14.83347 8.30866 -4.90086
O -10.95077 8.07447 -3.17453
H -15.63818 9.07261 1.44749
C -10.62768 13.97658 1.61047
C -12.74794 12.34758 5.18110
O -7.60772 14.68823 3.12336
Cl -12.97236 9.58740 4.84250
H -5.66317 14.08152 2.58055
H -10.14786 8.37304 -0.16542
*
```

E_HOMO in eV: -10.54
LUMO energy in Eh: -0.01883
Strongest force on any atom in eV Å⁻¹: 1.8
ΔE to the lowest compared entry with this formula, charge and spin in kJ/mol: 87.12
Frontier orbital gap in eV: 10.028
E in hartree: -4419.353296
SMILES: C[N+](=O)[O-].C[N+](=O)[O-].C[N+](=O)[O-].COC(=O)OC.COC(=O)OC.ClCCCl.ClCCCl.ClCCCl

---

Formula: C15H33N2O3
Source: the OMol25 dataset
Level of theory: wB97M-V/def2-TZVPD

ORCA input file:
```
! RIJCOSX wB97M-V def2-TZVPD def2/J DEFGRID3
* xyz 1 1
C -1.17670 -3.06631 -1.87082
C -1.41302 1.76339 1.82208
C 4.08393 3.35388 0.49986
O 5.12255 1.09595 0.47308
H 3.13283 -1.36910 1.48398
H -4.42508 -3.79892 0.74237
H 2.59941 0.27637 1.87871
C 0.21329 2.82340 0.26412
C 2.60614 3.53922 0.95001
H -3.83920 -1.66969 -0.57489
H -5.28582 -3.33672 -1.38720
C -4.24218 -3.64800 -1.28692
H 4.08320 3.12864 -0.56752
H -0.34146 3.75018 0.13199
H -1.18356 -4.15547 -1.84345
H 1.78812 3.65704 -1.00284
H 3.36978 0.37881 -0.43666
C -3.93996 -4.59395 -2.44506
H 0.31998 1.60539 -1.52698
H -1.58418 -0.31341 1.54631
H 0.04982 3.10084 2.43728
H -4.75096 -5.31157 -2.56069
N -4.11174 -4.38573 -0.02691
H -3.43182 -1.87132 -2.27630
H -3.84118 -4.05022 -3.38708
C -0.40504 1.77573 -0.73947
C -3.39497 -2.36560 -1.29666
H -2.08454 2.51777 1.43266
H 2.49372 3.01482 1.89486
N -1.62725 0.53724 0.98218
H -1.67158 1.54514 2.84885
H -1.43807 -2.71313 -2.87118
H 2.07461 2.03587 -0.44374
H 0.73119 1.54649 1.97685
H 2.45214 4.59277 1.16289
C -0.60747 0.41577 -0.09124
H -0.90588 -0.31421 -0.83390
H -2.54961 0.57577 0.54844
C 1.67882 3.00437 -0.14283
C 4.74115 2.17709 1.20524
H -1.29702 2.15351 -1.23710
H -3.02982 -5.17066 -2.28346
H 4.66947 4.25667 0.61608
C 3.45372 -0.33972 1.62105
H 4.21676 -0.31699 2.38987
O 4.94016 2.24780 2.33266
O -2.04423 -2.53046 -0.87823
H 0.33160 0.07935 0.32844
C 4.12074 0.10004 0.30881
H -0.16175 -2.73981 -1.63780
H -3.11993 -4.52207 0.15490
H 4.61560 -0.77942 -0.08019
C 0.01523 2.31319 1.69556
*
```

E_HOMO in eV: -11.90
LUMO energy in Eh: -0.11510
Strongest force on any atom in eV Å⁻¹: 5.3
ΔE to the lowest compared entry with this formula, charge and spin in kJ/mol: 90.36
Frontier orbital gap in eV: 8.769
E in hartree: -926.294276

---

Formula: C15H33N4O4S
Source: the OMol25 dataset
Level of theory: wB97M-V/def2-TZVPD

ORCA input file:
```
! RIJCOSX wB97M-V def2-TZVPD def2/J DEFGRID3
* xyz 1 1
H -4.23829 0.07809 0.28474
N 1.23180 0.72178 2.07492
C -0.68195 -2.29834 -2.67567
H -2.73756 0.17983 2.94279
H -0.01134 0.13933 0.48977
C 3.04932 -2.00674 1.40417
H 3.15620 -3.08692 1.37311
H -4.90872 1.14912 2.95657
H 0.00104 -0.93999 1.92603
H 2.00031 -1.80606 1.60492
S 0.51299 0.78479 4.75077
C -0.63075 0.01261 -3.36442
H -4.70694 1.78149 0.26673
H -5.52066 -0.30549 2.17408
H 4.73871 2.89353 2.59073
N 4.33236 2.29260 1.89713
O -6.53883 1.45862 1.83766
C 1.68465 1.97049 -0.90248
C 2.54557 0.97835 -0.12425
H -2.33823 1.01685 -4.17842
H 3.73952 -2.17465 -0.62135
H 2.72873 -0.41871 -1.66913
H 4.81402 2.15860 1.03100
H -1.77028 -2.34968 -2.56138
H 4.42474 -0.80947 0.24318
C -0.26215 -2.86164 -4.02003
H 0.82320 -2.84100 -4.12399
O -0.21835 -0.97640 -2.42599
H 1.58753 1.63657 -1.93036
H -0.20086 -0.20509 -4.34711
H -0.24973 -2.89878 -1.87352
H 2.15018 2.95250 -0.91798
H -0.16884 0.93640 -3.01456
C 3.16007 1.72506 2.20433
C -2.12772 0.20580 -3.48176
H 1.49159 -0.87657 -0.55355
H -2.55394 0.46568 -2.51653
H 3.64560 -1.66947 2.24760
H -0.59811 -3.89442 -4.10627
H 3.58862 1.26820 -0.23212
C 0.01009 0.09207 1.57431
C -4.32750 0.97999 0.89429
H -2.63187 -0.68673 -3.85385
C -5.32551 0.75969 2.03091
O -1.01548 0.84108 2.14764
N 2.67903 1.67649 3.44820
O -3.03532 1.38748 1.30914
N 2.32815 1.12546 1.32944
C -2.33026 0.37970 1.94957
H -6.96652 1.14684 1.03691
H 0.49919 -0.54170 4.60724
C 2.49261 -0.46234 -0.60745
C 3.50971 -1.37700 0.07844
H 0.69818 2.08616 -0.46147
H -0.69364 -2.30581 -4.85238
H -2.35301 -0.54397 1.35528
C 1.51866 1.05568 3.35442
*
```

E_HOMO in eV: -12.30
LUMO energy in Eh: -0.09801
Strongest force on any atom in eV Å⁻¹: 0.6
Frontier orbital gap in eV: 9.637
E in hartree: -1509.222870